Computed, not measured: 2 unconnected molecules or ions with the total composition C2H7S3 in a non-equilibrium geometry, with ωB97M-V with the def2-TZVPD basis set.

```
12
Properties=species:S:1:pos:R:3
C -0.4771 -0.8914 2.9919
S -1.7975 -1.5827 1.9734
H -0.4355 0.1986 2.9662
H -0.6363 -1.1852 4.0336
H 0.5013 -1.3034 2.7378
C 1.1431 2.5371 -0.8429
S 0.3955 0.8578 -0.7971
S 1.1040 -0.0182 -2.4160
H 1.8178 2.6269 -0.0116
H 0.2623 3.1781 -0.8400
H 1.5683 2.6522 -1.8389
H -1.4397 -0.8838 0.8886
```

The molar mass comes out at 127.3 g mol⁻¹. Its spin multiplicity is 2. Its expectation value of S² is 0.7544. Its energy relative to the best compared isomer or geometry (same formula, charge and spin) is 1.91 kcal per mole. The frontier orbital gap (spin up / spin down) comes out at 9.3 / 7.3 eV. The total energy is -1274.92235 Eh. The value obtained for the HOMO energy (spin up / spin down) is -8.7 / -9.0 eV.


Computed, not measured: a single C11H21NO2 molecule in a non-equilibrium geometry, with ωB97M-V with the def2-TZVPD basis set.

```
35
Properties=species:S:1:pos:R:3
O -0.7762 3.3421 -1.3820
O 2.4963 1.1199 1.6875
C -0.5083 2.2336 -1.7459
C -0.1562 1.2120 -0.7953
C 0.9512 1.4847 0.0079
N 2.8428 -1.4582 1.3457
C -0.2684 2.0488 -3.2745
C 2.1574 -2.4235 2.1384
C -2.5268 -1.7223 0.2586
C -3.0647 0.8493 0.4028
C -0.9846 -0.0196 -0.8133
C -1.9304 -0.2094 0.3771
C 2.2899 -0.6402 0.3023
C 1.5374 0.5185 0.9314
H 2.9989 0.4380 2.1508
H 1.5083 2.4076 -0.0852
H 3.6006 -2.0869 0.8708
H -1.1847 2.1170 -3.7657
H 0.2369 1.0492 -3.4340
H 0.3669 2.7926 -3.6887
H 1.3085 -2.8804 1.6834
H 1.7966 -1.8204 2.9709
H 2.8571 -3.2340 2.4782
H -1.7465 -2.4342 0.6054
H -3.4201 -1.7822 0.7487
H -2.6284 -1.9236 -0.8606
H -3.5177 0.9188 -0.4946
H -3.8241 0.4898 1.0996
H -2.7282 1.8456 0.6173
H -0.2538 -0.8868 -0.8003
H -1.7024 0.0598 -1.6847
H -1.3098 -0.0879 1.2540
H 3.1392 -0.1016 -0.3236
H 1.6621 -1.2570 -0.3090
H 0.7813 0.0410 1.5265
```

The molar mass comes out at 199.3 g mol⁻¹. As for the SMILES: CNC[C@@H](O)/C=C(\CC(C)C)C(C)=O. Its energy relative to the best compared isomer or geometry (same formula, charge and spin) is 81.43 kcal per mole. The frontier orbital gap comes out at 9.4 eV. The total energy is -636.86255 Eh. The value obtained for the HOMO energy is -8.8 eV.


Computed, not measured: 18 unconnected molecules or ions with the total composition C18H18Cl54 in a non-equilibrium geometry, with ωB97M-V with the def2-TZVPD basis set.

```
90
Properties=species:S:1:pos:R:3
C -2.8848 -6.5155 1.9383
Cl -2.4852 -7.7876 3.1243
Cl -3.8737 -5.2871 2.6833
Cl -3.7016 -7.2445 0.5389
H -1.9425 -6.0861 1.5981
C 2.2458 3.1617 6.0739
Cl 2.5197 1.6731 7.0014
Cl 1.3129 4.2629 7.0998
Cl 1.5957 2.9507 4.4119
H 3.1953 3.6950 6.0268
C 4.5631 -0.5780 1.4660
Cl 6.2912 -0.0435 1.2260
Cl 3.4628 0.2186 0.3179
Cl 4.0360 -0.1236 3.1365
H 4.4830 -1.6528 1.3033
C -1.5656 7.2464 3.7120
Cl -2.8076 7.5002 2.4483
Cl -0.2501 8.4257 3.6555
Cl -0.9936 5.5725 3.5707
H -2.0750 7.4358 4.6569
C -0.3186 -1.4966 -6.6061
Cl -1.8503 -2.4296 -6.6502
Cl 1.0374 -2.6663 -6.4418
Cl -0.3034 -0.3758 -5.2395
H -0.2563 -0.8915 -7.5105
C 0.0125 -0.3349 0.5954
Cl -0.2147 1.3098 1.2694
Cl 0.4118 -0.3055 -1.1077
Cl -1.5009 -1.2312 0.8707
H 0.8093 -0.7840 1.1883
C -7.0725 -2.2988 1.2076
Cl -8.5737 -2.7381 0.4063
Cl -6.9782 -0.6331 1.7964
Cl -5.6973 -2.6463 0.0976
H -6.9257 -2.9324 2.0823
C -1.3757 3.3052 -4.5388
Cl -0.3116 3.5576 -5.9223
Cl -3.0730 3.1753 -5.1488
Cl -1.1710 4.5822 -3.3297
H -1.1785 2.3502 -4.0519
C 1.5652 4.9885 0.5232
Cl -0.1494 4.5420 0.0605
Cl 1.8642 6.6722 0.3213
Cl 2.7007 4.1096 -0.5621
H 1.7782 4.7087 1.5549
C -2.3452 -4.0918 -3.1272
Cl -1.0632 -2.8465 -2.9659
Cl -3.1062 -4.5492 -1.5033
Cl -1.6431 -5.5212 -3.8781
H -3.0421 -3.6234 -3.8221
C 6.2617 2.1880 -2.1174
Cl 7.8246 1.2525 -2.0422
Cl 6.0319 2.8040 -0.5072
Cl 4.9128 1.1361 -2.6053
H 6.2751 3.0301 -2.8094
C 3.9796 -3.1748 -4.2874
Cl 5.1730 -3.5471 -3.0258
Cl 4.8232 -2.5551 -5.6842
Cl 2.7050 -2.1281 -3.6157
H 3.5445 -4.1300 -4.5814
C 3.0497 2.6088 -5.2207
Cl 4.5617 3.4994 -4.9622
Cl 2.0526 2.7389 -3.7635
Cl 3.3600 0.8856 -5.3983
H 2.5149 2.9845 -6.0931
C 1.3772 -3.7843 -0.5036
Cl 1.3553 -5.0731 -1.7862
Cl 2.9619 -3.6751 0.3486
Cl 0.0088 -4.0914 0.5918
H 1.2092 -2.8757 -1.0817
C 2.3808 -2.6040 5.1467
Cl 1.1666 -1.5734 4.2537
Cl 3.3512 -3.5809 3.9576
Cl 1.5971 -3.6574 6.3832
H 3.0419 -1.9603 5.7269
C -3.0870 2.7730 3.2491
Cl -4.3799 3.9205 3.0103
Cl -3.4722 1.2170 2.5369
Cl -2.6264 2.5454 4.9722
H -2.2284 3.1795 2.7146
C -4.2459 0.7421 -2.2287
Cl -3.1488 0.0354 -3.4729
Cl -5.1661 2.0328 -2.9447
Cl -3.4073 1.3732 -0.8079
H -4.9189 -0.0523 -1.9058
C -2.3593 -2.0107 4.5718
Cl -2.2602 -1.1083 6.0686
Cl -4.0115 -2.0867 3.9367
Cl -1.6050 -3.6073 4.5205
H -1.7579 -1.3999 3.8986
```

The molar mass comes out at 2148.8 g mol⁻¹. Its energy relative to the best compared isomer or geometry (same formula, charge and spin) is 19.07 kcal per mole. The frontier orbital gap comes out at 10.8 eV. The total energy is -25546.94195 Eh. The value obtained for the HOMO energy is -10.8 eV.


Computed, not measured: 5 unconnected molecules or ions with the total composition C31H30F32N3O7P, with ωB97M-V with the def2-TZVPD basis set.

```
104
Properties=species:S:1:pos:R:3
C 6.7442 3.9201 3.6081
C 5.9028 3.8924 2.3184
C 5.0139 5.1269 2.1858
N 4.4895 5.3741 0.8338
C 3.7045 4.3291 0.2935
C 4.1935 3.5389 -0.7838
C 3.4493 2.5546 -1.3312
C 2.1638 2.2834 -0.8291
N 1.4271 1.2848 -1.3774
C 0.2373 1.0811 -0.8758
C -0.2661 1.8811 0.1927
P -1.9331 1.5742 0.8064
O -2.5634 0.4336 0.1426
O -2.6902 2.9814 0.7182
O -1.7847 1.4133 2.3873
N 0.4239 2.8498 0.7428
C 1.6697 3.0684 0.2483
C 2.4603 4.0897 0.7922
H 7.8018 3.7856 3.3829
H 6.4700 3.0987 4.2702
H 6.6200 4.8575 4.1486
H 5.2679 3.0042 2.3170
H 6.5501 3.8314 1.4387
H 4.1436 5.0246 2.8387
H 5.5464 6.0246 2.5008
H 5.2696 5.5409 0.2077
H 5.1885 3.7478 -1.1608
H 3.8242 1.9543 -2.1500
H -0.3781 0.2872 -1.2838
H -2.2861 3.5515 0.0521
H -2.2751 2.0958 2.8617
H 2.0636 4.6905 1.6011
C -0.8781 -2.6512 5.0614
C -2.0174 -2.8191 4.0489
C -2.8418 -1.5808 3.6942
F -3.4972 -1.1105 4.7757
F -3.7634 -1.9366 2.7660
F -2.8322 -3.8212 4.4233
F -1.4096 -3.1644 2.8711
O -1.1529 -3.0491 6.3888
C -1.6471 -2.1871 7.3196
C -2.9783 -2.6893 7.8953
F -3.8965 -2.7954 6.9177
F -3.4183 -1.7919 8.8058
F -1.7622 -0.9307 6.8549
F -0.7763 -2.1552 8.3578
H -0.1081 -3.3432 4.7244
H -0.4579 -1.6463 5.0158
H -2.2102 -0.7934 3.2766
H -2.8354 -3.6595 8.3739
C -5.4036 -3.7644 -1.0033
C -4.8675 -4.5616 0.1923
C -3.4061 -4.3342 0.5812
F -2.5827 -4.7225 -0.4182
F -3.1281 -5.0840 1.6700
F -5.1021 -5.8801 0.0219
F -5.5887 -4.1406 1.2713
O -5.4655 -4.4492 -2.2417
C -4.4414 -4.4339 -3.1354
C -3.9595 -5.8564 -3.4507
F -3.5040 -6.4620 -2.3412
F -2.9358 -5.7745 -4.3398
F -3.4212 -3.6513 -2.7546
F -4.9167 -3.9395 -4.3064
H -6.4443 -3.5636 -0.7557
H -4.8972 -2.8033 -1.0930
H -3.2261 -3.2829 0.8136
H -4.7709 -6.4445 -3.8820
C 0.1074 -7.9143 -4.7234
C 0.6261 -6.4714 -4.6900
C 0.1970 -5.5424 -5.8289
F 0.6764 -5.9792 -7.0117
F 0.7051 -4.3122 -5.5930
F 1.9694 -6.4549 -4.5670
F 0.0917 -5.9132 -3.5658
O 0.9972 -8.8964 -5.2173
C 1.0363 -9.2516 -6.5309
C 2.4374 -9.0464 -7.1232
F 2.7906 -7.7502 -7.0470
F 2.4131 -9.4116 -8.4246
F 0.1010 -8.6291 -7.2674
F 0.7898 -10.5829 -6.6072
H -0.0324 -8.1780 -3.6765
H -0.8685 -7.9676 -5.2057
H -0.8923 -5.4726 -5.8761
H 3.1628 -9.6576 -6.5835
C -0.2576 8.3260 0.7398
C 0.0569 9.7844 1.0979
C -0.1764 10.8445 0.0166
F 0.6303 10.6295 -1.0406
F 0.1112 12.0578 0.5347
F 1.3083 9.8908 1.5819
F -0.8157 10.1145 2.0978
O 0.8406 7.5103 0.3880
C 1.2640 7.3652 -0.9011
C 2.7349 7.7753 -1.0471
F 2.8919 9.0733 -0.7244
F 3.1040 7.6033 -2.3379
F 0.4719 8.0018 -1.7802
F 1.2218 6.0444 -1.1986
H -0.6291 7.8923 1.6669
H -1.0621 8.2678 0.0064
H -1.2190 10.8367 -0.3117
H 3.3525 7.1529 -0.3944
```

The molar mass comes out at 1195.5 g mol⁻¹. As for the SMILES: CCCNc1ccc2ncc(P(=O)(O)O)nc2c1.FC(F)C(F)(F)COC(F)(F)C(F)F.FC(F)C(F)(F)COC(F)(F)C(F)F.FC(F)C(F)(F)COC(F)(F)C(F)F.FC(F)C(F)(F)COC(F)(F)C(F)F. The frontier orbital gap comes out at 8.1 eV. The total energy is -5427.43706 Eh. The value obtained for the HOMO energy is -9.0 eV.


Computed, not measured: a molecular structure, C41H50AsNOOsS, with ωB97M-V with the def2-TZVPD basis set.

```
96
Properties=species:S:1:pos:R:3
Os -0.6739 0.0537 1.4438
C -0.9502 -0.4526 3.6688
C -1.8943 -1.1810 2.9279
C -2.7028 -0.2335 2.1851
C -2.2498 1.0910 2.5075
C -1.1227 0.9579 3.4005
C -0.4516 2.0780 4.1218
C -2.9768 2.3490 2.1714
C -3.9631 -0.5298 1.4372
C -2.1104 -2.6558 2.9792
C 0.0579 -1.0202 4.6138
H -0.9329 2.2297 5.0914
H -0.5297 3.0085 3.5624
H 0.6016 1.8773 4.3037
H -3.7824 2.4920 2.8961
H -3.4234 2.3027 1.1795
H -2.3297 3.2219 2.2153
H -4.8089 -0.1624 2.0228
H -4.1084 -1.5971 1.2912
H -3.9944 -0.0339 0.4668
H -3.0062 -2.8626 3.5697
H -1.2756 -3.1659 3.4544
H -2.2588 -3.0871 1.9938
H -0.4039 -1.1292 5.5980
H 0.9147 -0.3602 4.7356
H 0.4142 -2.0001 4.3008
C 5.5717 -1.3069 -2.8495
C 4.1667 -1.1624 -2.3356
C 3.3880 -2.2711 -2.0339
C 2.0809 -2.1454 -1.5777
C 1.3002 -3.4004 -1.2629
C 1.5370 -0.8600 -1.4253
As -0.3119 -0.9297 -0.8470
N -0.9383 0.7447 -0.2982
C -1.5001 1.8970 -0.8735
C -1.1601 3.1359 -0.3234
C -1.6855 4.2973 -0.8564
C -2.5547 4.2310 -1.9405
C -2.8969 2.9994 -2.4852
C -2.3731 1.8308 -1.9590
C -1.3680 -1.5907 -2.3282
C -2.3202 -2.5842 -2.0606
C -2.5228 -3.1425 -0.6772
C -3.0655 -3.1012 -3.1107
C -2.8713 -2.6763 -4.4187
C -3.6697 -3.2491 -5.5548
C -1.8982 -1.7119 -4.6563
C -1.1265 -1.1591 -3.6431
C -0.0889 -0.1361 -4.0174
C 2.3124 0.2784 -1.6765
C 1.8185 1.6895 -1.4845
C 3.6089 0.0972 -2.1388
H 5.8353 -2.3516 -3.0017
H 6.2890 -0.8733 -2.1509
H 5.6899 -0.7835 -3.7987
H 3.8028 -3.2641 -2.1643
H 1.9319 -4.2802 -1.3673
H 0.4526 -3.5319 -1.9387
H 0.9230 -3.3954 -0.2348
H -0.4577 3.1595 0.5027
H -1.4139 5.2576 -0.4383
H -2.9627 5.1397 -2.3618
H -3.5794 2.9502 -3.3231
H -2.6582 0.8684 -2.3625
H -2.6474 -2.3432 0.0471
H -1.6613 -3.7419 -0.3696
H -3.4025 -3.7824 -0.6375
H -3.8102 -3.8600 -2.9016
H -4.4648 -3.9000 -5.1972
H -3.0261 -3.8311 -6.2164
H -4.1162 -2.4554 -6.1542
H -1.7293 -1.3768 -5.6738
H -0.3027 0.2674 -5.0053
H 0.9113 -0.5712 -4.0425
H -0.0756 0.6973 -3.3170
H 1.2081 1.7860 -0.5908
H 1.2151 2.0264 -2.3294
H 2.6601 2.3773 -1.4028
H 4.2072 0.9771 -2.3526
C 3.9260 -0.5243 1.2855
S 2.5774 -0.3090 2.4255
O 1.3961 -0.2264 1.4378
C 2.9034 1.3310 2.9926
C 2.6661 2.4279 2.1750
C 2.9298 3.6932 2.6725
C 3.4301 3.8453 3.9631
C 3.6652 2.7378 4.7667
C 3.3912 1.4651 4.2858
H 3.9281 0.2988 0.5721
H 3.7790 -1.4766 0.7768
H 4.8404 -0.5385 1.8789
H 2.2779 2.2894 1.1728
H 2.7547 4.5638 2.0544
H 3.6377 4.8366 4.3430
H 4.0541 2.8636 5.7678
H 3.5533 0.5929 4.9093
```

The molar mass comes out at 870.1 g mol⁻¹. The charge is +2. The frontier orbital gap (spin up / spin down) comes out at 6.8 / 6.8 eV. The total energy is -4446.45165 Eh. The value obtained for the HOMO energy (spin up / spin down) is -13.5 / -13.5 eV.


Computed, not measured: 2 unconnected molecules or ions with the total composition C4H10N2O2 in a non-equilibrium geometry, with ωB97M-V with the def2-TZVPD basis set.

```
18
Properties=species:S:1:pos:R:3
C 1.6285 -2.5671 0.8962
C 0.4372 -1.7879 1.3522
O 0.3165 -1.2941 2.4535
N -0.5170 -1.5847 0.3862
H -1.3395 -1.0176 0.4457
H -0.3237 -2.0728 -0.4666
H 2.1950 -2.8348 1.7489
H 2.3088 -2.0293 0.2386
H 1.3605 -3.5168 0.4309
C 0.7813 1.2474 -0.8174
C -0.5010 1.8506 -1.3589
O -0.5649 2.4905 -2.3923
N -1.5775 1.9371 -0.5099
H 0.8330 0.1796 -0.9552
H 0.7998 1.5812 0.2177
H -2.4234 2.3595 -0.8548
H -1.7983 1.4090 0.3161
H 1.5165 1.9410 -1.1829
```

The molar mass comes out at 118.1 g mol⁻¹. As for the SMILES: CC(N)=O.CC(N)=O. Its energy relative to the best compared isomer or geometry (same formula, charge and spin) is 24.02 kcal per mole. The frontier orbital gap comes out at 10.4 eV. The total energy is -418.42269 Eh. The value obtained for the HOMO energy is -9.9 eV.


Computed, not measured: 6 unconnected molecules or ions with the total composition C32H66N3O12P2S6 in a non-equilibrium geometry, with ωB97M-V with the def2-TZVPD basis set.

```
121
Properties=species:S:1:pos:R:3
C -3.7784 5.4934 0.4825
O -3.3875 6.4297 -0.5111
C -2.0254 6.7778 -0.3888
C -1.1341 6.1004 -1.4282
C 0.3490 6.2693 -1.0115
C 0.8961 4.9326 -0.4796
C 1.5743 4.0910 -1.5849
C 1.2087 2.5904 -1.5689
C 2.3201 1.6623 -1.0329
C 2.1650 1.5085 0.4828
C 2.9684 0.3111 0.9924
P 2.3331 -0.1817 2.6880
N 3.9541 0.5008 3.5584
C 4.2962 0.1334 4.6419
S 4.7343 -0.2668 6.1262
O 1.6193 -0.6949 4.4102
C 0.7676 0.1162 4.8720
N 0.0978 0.9350 5.3567
P 3.1817 -2.2425 2.5011
N 2.9592 -2.8298 1.0335
H -3.1935 5.5887 1.4011
H -4.8293 5.5792 0.7530
H -3.6310 4.4772 0.0949
H -1.9432 7.8627 -0.5340
H -1.6316 6.5719 0.6133
H -1.3102 6.5856 -2.3903
H -1.3729 5.0372 -1.4955
H 0.9057 6.6084 -1.8873
H 0.4240 7.0448 -0.2431
H 1.6190 5.1615 0.3089
H 0.0820 4.3737 -0.0134
H 1.2198 4.4990 -2.5377
H 2.6513 4.2689 -1.5466
H 0.8485 2.2705 -2.5500
H 0.3539 2.4818 -0.8949
H 3.2972 2.0461 -1.3298
H 2.1747 0.6807 -1.4710
H 1.1120 1.2586 0.6715
H 2.3939 2.4425 1.0045
H 4.0272 0.5721 1.0623
H 2.8369 -0.4883 0.2651
H 1.1176 -0.6615 2.0712
H 1.7604 1.0943 2.9139
H 4.5449 -2.2128 2.8697
H 2.5507 -3.0502 3.4690
H 2.3718 -3.6550 1.1281
C 4.6791 -2.4894 -5.1500
C 5.3108 -1.1319 -5.4922
C 4.4547 -0.0445 -4.8305
S 3.7032 -0.8116 -3.3852
O 2.2749 -0.8639 -3.5845
O 4.2870 -0.2665 -2.1934
C 4.3875 -2.4431 -3.6541
H 5.3380 -3.3192 -5.4009
H 3.7488 -2.6200 -5.7066
H 6.3262 -1.0945 -5.0922
H 5.3772 -0.9752 -6.5683
H 5.0462 0.8075 -4.5055
H 3.6487 0.2896 -5.4812
H 3.6737 -3.1952 -3.3315
H 5.3045 -2.5205 -3.0707
C -3.5314 1.6156 6.6090
C -2.7294 0.7407 5.6353
C -3.6362 0.4672 4.4239
S -4.7492 1.8702 4.3029
O -6.1058 1.4239 4.5476
O -4.4403 2.6499 3.1287
C -4.1567 2.7184 5.7624
H -2.8970 2.0267 7.3935
H -4.3204 1.0258 7.0862
H -1.8092 1.2775 5.3151
H -2.4071 -0.1886 6.0985
H -3.0719 0.3877 3.4970
H -4.2492 -0.4228 4.5634
H -4.9892 3.2261 6.2457
H -3.4104 3.4432 5.4387
C -0.9877 -5.4280 -3.7828
C -0.2726 -4.2737 -3.0668
C 1.1224 -4.7726 -2.6767
S 1.5612 -6.0329 -3.8863
O 1.6640 -7.3034 -3.2116
O 2.6262 -5.5475 -4.7346
C 0.0153 -5.9858 -4.7885
H -1.9002 -5.0955 -4.2757
H -1.2566 -6.2014 -3.0601
H -0.1824 -3.4212 -3.7428
H -0.8232 -3.9376 -2.1905
H 1.8612 -3.9772 -2.7066
H 1.1267 -5.2449 -1.6947
H -0.2266 -6.9859 -5.1411
H 0.1492 -5.3106 -5.6332
C -8.8071 2.9054 1.4824
C -8.4826 3.1469 2.9627
C -7.6477 4.4286 3.0427
S -8.1311 5.4343 1.6319
O -6.9991 5.5527 0.7491
O -8.8539 6.5978 2.0828
C -9.2759 4.2492 0.9290
H -9.5673 2.1358 1.3542
H -7.9065 2.5817 0.9567
H -9.4122 3.2742 3.5224
H -7.9454 2.3082 3.4031
H -7.8374 4.9925 3.9524
H -6.5830 4.2182 2.9514
H -9.2390 4.3136 -0.1559
H -10.2734 4.5034 1.2870
C 4.5428 -7.4906 -2.3178
C 5.1797 -6.0972 -2.2171
C 4.4960 -5.3598 -1.0577
S 3.9554 -6.6326 0.0905
O 2.5134 -6.6360 0.1302
O 4.7378 -6.5683 1.2973
C 4.4954 -8.0314 -0.8912
H 5.1095 -8.1501 -2.9747
H 3.5300 -7.4052 -2.7180
H 6.2479 -6.1990 -2.0109
H 5.0770 -5.5400 -3.1484
H 5.1664 -4.6835 -0.5348
H 3.6117 -4.8165 -1.3840
H 3.7985 -8.8555 -0.7587
H 5.4868 -8.3157 -0.5387
```

The molar mass comes out at 939.2 g mol⁻¹. The charge is -1. Its energy relative to the best compared isomer or geometry (same formula, charge and spin) is 0.00 kcal per mole. The frontier orbital gap comes out at 7.0 eV. The total energy is -5397.80008 Eh. The value obtained for the HOMO energy is -5.3 eV.


Question: What is the molar mass in the third record?
Answer: 2148.8 g mol⁻¹